*w*
DFT (ωB97M-V/def2-TZVPD) results for a single C22H24N2O3 molecule.

Kohn-Sham gap = 7.9 eV
Multiplicity = 1
LUMO level = 0.0 eV
Structure (SMILES) = CCOc1ccc(CCNC(=O)c2ccc3ccccc3n2)cc1OCC
HOMO level = -0.290 Eh

The geometry in XYZ format:
```
51
C22H24N2O3 | the OMol25 dataset | ωB97M-V/def2-TZVPD
C -1.0749 -1.7909 -3.0113
C -0.0277 -0.8383 -3.5842
O 0.8851 -0.3664 -2.6184
C 0.5310 0.6745 -1.8125
C -0.7014 1.3005 -1.7905
C -0.9489 2.3525 -0.9193
C 0.0369 2.8145 -0.0723
C -0.2627 3.8694 0.9573
C -0.2136 3.2636 2.3842
N -0.5209 1.8550 2.3766
C -1.7785 1.3726 2.2784
O -2.7911 1.9834 2.5597
C -1.7901 -0.0493 1.7934
C -2.9808 -0.8009 1.8449
C -2.9694 -2.0799 1.3623
C -1.7794 -2.6018 0.8120
C -1.6733 -3.9059 0.2894
C -0.4900 -4.3460 -0.2351
C 0.6329 -3.5013 -0.2721
C 0.5670 -2.2307 0.2260
C -0.6360 -1.7536 0.7885
N -0.6684 -0.5055 1.2880
C 1.2897 2.2013 -0.1023
C 1.5489 1.1383 -0.9467
O 2.7339 0.4678 -1.0397
C 3.8003 0.8092 -0.1816
C 3.6384 0.2411 1.2274
H -0.5872 -2.6612 -2.5808
H -1.7459 -2.1145 -3.8027
H -1.6558 -1.3091 -2.2286
H 0.5944 -1.3738 -4.3079
H -0.5096 0.0014 -4.1014
H -1.4972 0.9733 -2.4400
H -1.9305 2.8018 -0.9027
H -1.2606 4.2665 0.7724
H 0.4516 4.6924 0.8942
H -0.9446 3.7622 3.0230
H 0.7808 3.3844 2.8200
H 0.1686 1.2390 1.9587
H -3.8606 -0.3430 2.2685
H -3.8551 -2.6999 1.3919
H -2.5429 -4.5475 0.3119
H -0.4118 -5.3475 -0.6329
H 1.5526 -3.8653 -0.7058
H 1.4129 -1.5651 0.1848
H 2.0560 2.5750 0.5594
H 3.9406 1.8971 -0.1483
H 4.6817 0.3677 -0.6559
H 3.6000 -0.8447 1.1880
H 2.7216 0.5986 1.6900
H 4.4841 0.5389 1.8418
```

=====

*x*
DFT (ωB97M-V/def2-TZVPD) results for a single C22H24N2O3 molecule.

Kohn-Sham gap = 8.5 eV
Multiplicity = 1
LUMO level = 0.5 eV
Structure (SMILES) = CCCCC(=O)Nc1c(-c2cccc(OC)c2)c(=O)c2ccccc2n1C
HOMO level = -0.293 Eh

The geometry in XYZ format:
```
51
C22H24N2O3 | the OMol25 dataset | ωB97M-V/def2-TZVPD
C 0.5519 1.1569 -4.7474
C 1.2124 2.2413 -3.9034
C 2.5006 1.7829 -3.2197
C 2.2825 0.6664 -2.1927
C 1.4377 1.1626 -1.0365
O 1.7609 2.0878 -0.3305
N 0.2539 0.4746 -0.8861
C -0.5461 0.5286 0.2723
C -0.8465 -0.6321 0.9295
C -0.4314 -1.9466 0.3985
C -0.8298 -2.3637 -0.8693
C -0.4399 -3.6066 -1.3405
C 0.3285 -4.4419 -0.5576
C 0.7056 -4.0465 0.7274
O 1.4401 -4.9469 1.4329
C 1.7655 -4.6447 2.7693
C 0.3306 -2.7933 1.1950
C -1.5596 -0.6103 2.1958
O -1.8730 -1.6203 2.8143
C -1.8381 0.7420 2.6992
C -2.4198 0.8816 3.9613
C -2.6914 2.1238 4.4832
C -2.3656 3.2567 3.7445
C -1.7938 3.1455 2.4965
C -1.5280 1.8854 1.9454
N -0.9667 1.7542 0.6911
C -0.9316 2.8915 -0.2011
H 1.2622 0.7473 -5.4623
H 0.1767 0.3444 -4.1300
H -0.2877 1.5714 -5.3005
H 1.4543 3.0890 -4.5482
H 0.5090 2.5981 -3.1478
H 2.9489 2.6346 -2.7048
H 3.2057 1.4329 -3.9763
H 1.8392 -0.2103 -2.6635
H 3.2527 0.3816 -1.7797
H 0.2003 -0.4251 -1.3490
H -1.4820 -1.7403 -1.4671
H -0.7497 -3.9295 -2.3238
H 0.6344 -5.4147 -0.9077
H 2.2717 -5.5280 3.1558
H 0.8688 -4.4479 3.3641
H 2.4406 -3.7848 2.8335
H 0.6078 -2.4565 2.1801
H -2.6451 -0.0245 4.5035
H -3.1440 2.2235 5.4577
H -2.5556 4.2382 4.1532
H -1.5269 4.0429 1.9629
H -0.8514 2.5360 -1.2266
H -1.8605 3.4541 -0.1040
H -0.0782 3.5386 0.0093
```

=====

Computed relative energies in units of kcal/mol: *w* 5.2; *x* 0.0

=====

*w*
DFT (ωB97M-V/def2-TZVPD) results for a gas-phase ion, CH3N2O2 (charge -1).

Kohn-Sham gap (alpha / beta) = 6.7 / 7.7 eV
Multiplicity = 1
LUMO level (alpha / beta) = 4.7 / 4.9 eV
Net charge = -1
Structure (SMILES) = O=NCN[O-]
HOMO level (alpha / beta) = -0.077 / -0.104 Eh

The geometry in XYZ format:
```
8
CH3N2O2 | the OMol25 dataset | ωB97M-V/def2-TZVPD
O -0.2829 -1.3426 -1.5672
N -0.1289 -0.0560 -1.2915
C 0.5454 0.1837 -0.0879
N -0.5160 0.1307 0.9942
O -0.8992 1.2752 1.4969
H 1.3054 -0.7541 0.0620
H 1.1752 1.0962 -0.1149
H -1.1989 -0.5330 0.5083
```

=====

*x*
DFT (ωB97M-V/def2-TZVPD) results for a gas-phase ion, CH3N2O2 (charge -1).

Kohn-Sham gap = 7.5 eV
Multiplicity = 1
LUMO level = 4.7 eV
Net charge = -1
Structure (SMILES) = CN=[N+]([O-])[O-]
HOMO level = -0.101 Eh

The geometry in XYZ format:
```
8
CH3N2O2 | the OMol25 dataset | ωB97M-V/def2-TZVPD
C -0.1843 0.1462 -0.0575
N -1.3512 0.9409 -0.2249
N -2.5490 0.0189 0.0664
O -2.3188 -1.1575 0.2222
O -3.6504 0.5686 -0.0195
H 0.6746 0.8268 0.1994
H -0.1710 -0.7736 0.7351
H -0.1042 -0.4052 -0.9354
```

=====

Computed relative energies in units of kcal/mol: *w* 21.2; *x* 0.0

=====

*w*
DFT (ωB97M-V/def2-TZVPD) results for a single CH2FNOS molecule.

Kohn-Sham gap (alpha / beta) = 7.1 / 8.4 eV
Multiplicity = 3
LUMO level (alpha / beta) = 0.6 / -2.7 eV
HOMO level (alpha / beta) = -0.236 / -0.407 Eh

The geometry in XYZ format:
```
7
CH2FNOS | the OMol25 dataset | ωB97M-V/def2-TZVPD
C 0.5856 0.1682 0.1476
N 1.6384 -0.4739 0.2967
O -0.4604 -0.4372 -0.4432
F 0.3829 1.5131 0.3325
S -1.9966 0.2520 -0.5311
H 2.4307 -0.0695 0.7304
H -2.5806 -0.9526 -0.5329
```

=====

*x*
DFT (ωB97M-V/def2-TZVPD) results for 2 unconnected molecules or ions with the total composition CH2FNOS.

Kohn-Sham gap (alpha / beta) = 9.7 / 7.8 eV
Multiplicity = 3
LUMO level (alpha / beta) = -0.1 / -1.5 eV
HOMO level (alpha / beta) = -0.357 / -0.343 Eh

The geometry in XYZ format:
```
7
CH2FNOS | the OMol25 dataset | ωB97M-V/def2-TZVPD
C 1.0882 -0.8175 0.1931
N -1.6922 0.2156 0.3415
O 3.0956 0.3232 -0.7025
F -1.8450 0.7946 -0.9299
S 1.7793 0.5941 -0.3131
H 0.2223 -1.1835 0.8061
H -2.6482 0.0735 0.6047
```

=====

Computed relative energies in units of kcal/mol: *w* 0.0; *x* 74.9

=====

*w*
DFT (ωB97M-V/def2-TZVPD) results for a single C30H32N4O5 molecule.

Kohn-Sham gap = 8.7 eV
Multiplicity = 1
LUMO level = 0.0 eV
Structure (SMILES) = CC[C@H](C)NC(=O)Cn1c(=O)n(-c2ccc(OC)cc2)c(=O)c2ccc(C(=O)NCc3ccc(C)cc3)cc21
HOMO level = -0.319 Eh

The geometry in XYZ format:
```
71
C30H32N4O5 | the OMol25 dataset | ωB97M-V/def2-TZVPD
C -2.6594 -2.9896 -1.9936
C -1.2078 -2.8367 -2.4379
C -0.1759 -3.2441 -1.3745
C -0.3322 -4.6911 -0.9152
N -0.2656 -2.3585 -0.2306
C 0.6762 -1.4784 0.1162
O 1.7596 -1.3537 -0.4244
C 0.2215 -0.5702 1.2730
N -0.6367 0.4820 0.7518
C -1.9873 0.2252 0.7335
O -2.4275 -0.8654 1.0519
N -2.8057 1.2636 0.3574
C -4.2188 1.0172 0.4086
C -4.9929 1.6486 1.3641
C -6.3582 1.4277 1.4103
C -6.9547 0.5625 0.4985
O -8.2800 0.2701 0.4553
C -9.1392 0.8885 1.3837
C -6.1617 -0.0704 -0.4617
C -4.8051 0.1597 -0.5114
C -2.3909 2.5222 -0.0808
O -3.1944 3.3917 -0.3275
C -0.9434 2.6430 -0.2525
C -0.4108 3.7852 -0.8542
C 0.9405 3.8824 -1.0954
C 1.7819 2.8275 -0.7397
C 3.2482 2.9127 -1.0467
O 3.8628 3.9602 -1.0120
N 3.7936 1.7296 -1.3998
C 5.2194 1.5380 -1.5554
C 5.8011 0.7897 -0.3801
C 5.2689 -0.4330 0.0107
C 5.7907 -1.1094 1.0988
C 6.8567 -0.5888 1.8194
C 7.4366 -1.3200 2.9922
C 7.3853 0.6347 1.4247
C 6.8620 1.3175 0.3429
C 1.2730 1.7147 -0.0916
C -0.0942 1.6051 0.1514
H -3.3204 -2.6141 -2.7718
H -2.8597 -2.4317 -1.0813
H -2.9071 -4.0334 -1.8216
H -1.0209 -1.7936 -2.7068
H -1.0370 -3.4423 -3.3298
H 0.8278 -3.1007 -1.7903
H -0.3243 -5.3585 -1.7724
H 0.4884 -4.9624 -0.2556
H -1.2654 -4.8226 -0.3740
H -1.1544 -2.3262 0.2555
H 1.0808 -0.1248 1.7749
H -0.3644 -1.1454 1.9931
H -4.5319 2.3223 2.0699
H -6.9416 1.9356 2.1613
H -9.1268 1.9778 1.2782
H -8.8807 0.6182 2.4124
H -10.1363 0.5163 1.1542
H -6.6390 -0.7352 -1.1636
H -4.1980 -0.3226 -1.2615
H -1.0956 4.5709 -1.1340
H 1.3671 4.7529 -1.5678
H 3.2286 0.8944 -1.3810
H 5.4022 0.9838 -2.4834
H 5.6678 2.5305 -1.6358
H 4.4375 -0.8661 -0.5275
H 5.3602 -2.0573 1.3891
H 6.8472 -2.2011 3.2330
H 8.4561 -1.6359 2.7723
H 7.4719 -0.6721 3.8668
H 8.2129 1.0581 1.9760
H 7.2793 2.2720 0.0569
H 1.9402 0.9234 0.2052
```

=====

*x*
DFT (ωB97M-V/def2-TZVPD) results for a single C30H32N4O5 molecule.

Kohn-Sham gap = 7.9 eV
Multiplicity = 1
LUMO level = 0.5 eV
Structure (SMILES) = COc1cccc(N2CCN(C(=O)c3cccc(N4C(=O)N[C@@H]5C[C@@]4(C)Oc4c(OC)cccc45)c3)CC2)c1
HOMO level = -0.272 Eh

The geometry in XYZ format:
```
71
C30H32N4O5 | the OMol25 dataset | ωB97M-V/def2-TZVPD
C 2.0117 1.9474 8.3744
O 0.6242 1.7309 8.3969
C 0.0340 1.1059 7.3342
C -1.3405 0.9063 7.4406
C -2.0090 0.2786 6.4095
C -1.3388 -0.1511 5.2813
C 0.0377 0.0542 5.1491
N 0.7039 -0.4397 4.0338
C 0.1264 -0.2765 2.7164
C 0.6004 1.0368 2.0717
N 2.0445 1.0748 2.0335
C 2.8293 1.1937 0.9402
O 4.0456 1.2537 1.0114
C 2.1173 1.2488 -0.3755
C 2.2247 2.3763 -1.1787
C 1.5719 2.4186 -2.3983
C 0.8041 1.3473 -2.8194
C 0.7266 0.2044 -2.0343
N -0.0793 -0.9029 -2.4185
C -1.1071 -1.2234 -1.5551
O -1.2550 -0.6697 -0.4828
N -1.9272 -2.2401 -1.9461
C -1.9344 -2.7503 -3.3022
C -0.4782 -2.9203 -3.7058
C 0.1223 -1.5158 -3.7210
C 1.6133 -1.5615 -4.0569
O -0.4845 -0.7405 -4.7482
C -1.8434 -0.8424 -4.9267
C -2.4682 0.0374 -5.8275
O -1.8568 0.9902 -6.5852
C -0.4892 0.8831 -6.9150
C -3.8527 -0.0167 -5.9649
C -4.6132 -0.9288 -5.2610
C -3.9902 -1.8275 -4.4182
C -2.6133 -1.7894 -4.2532
C 1.3981 0.1493 -0.8227
C 2.6481 0.9123 3.3398
C 2.1465 -0.4046 3.9489
C 0.7120 0.6908 6.1972
H 2.3064 2.6087 7.5521
H 2.5674 1.0063 8.3005
H 2.2499 2.4294 9.3215
H -1.8501 1.2426 8.3282
H -3.0728 0.1100 6.4895
H -1.8872 -0.6686 4.5108
H -0.9590 -0.2712 2.7580
H 0.4380 -1.1190 2.0916
H 0.1781 1.1230 1.0725
H 0.2463 1.8766 2.6848
H 2.8102 3.2165 -0.8381
H 1.6430 3.3007 -3.0172
H 0.2610 1.3950 -3.7505
H -2.7673 -2.3256 -1.3956
H -2.4641 -3.7086 -3.2996
H 0.0505 -3.5446 -2.9863
H -0.3991 -3.3606 -4.6998
H 2.1576 -2.0454 -3.2513
H 1.7563 -2.1201 -4.9778
H 2.0014 -0.5570 -4.1940
H -0.2366 -0.1229 -7.2579
H -0.3350 1.5927 -7.7280
H 0.1591 1.1481 -6.0775
H -4.3094 0.6850 -6.6441
H -5.6845 -0.9467 -5.3831
H -4.5640 -2.5665 -3.8793
H 1.3370 -0.7449 -0.2225
H 3.7317 0.9032 3.2107
H 2.3615 1.7576 3.9761
H 2.5879 -0.5791 4.9293
H 2.4535 -1.2270 3.2921
H 1.7706 0.8726 6.1231
```

=====

Computed relative energies in units of kcal/mol: *w* 0.0; *x* 50.5

=====

*w*
DFT (ωB97M-V/def2-TZVPD) results for a gas-phase ion, C5H4NO2 (charge -1).

Kohn-Sham gap (alpha / beta) = 8.0 / 7.4 eV
Multiplicity = 1
LUMO level (alpha / beta) = 3.6 / 3.5 eV
Net charge = -1
HOMO level (alpha / beta) = -0.162 / -0.141 Eh

The geometry in XYZ format:
```
12
C5H4NO2 | the OMol25 dataset | ωB97M-V/def2-TZVPD
C 0.7215 -1.4397 0.5008
C 1.5616 1.0459 0.4473
C -1.7405 0.0378 0.1166
C -0.5929 0.1296 -0.8852
C 0.4789 -0.1488 0.1474
N 0.9790 -2.4815 0.9912
O 1.4571 1.7898 1.3270
O 2.3373 0.9444 -0.4852
H -1.8485 0.8825 0.7894
H -2.2054 -0.9816 0.2589
H -0.6044 -0.7431 -1.7198
H -0.5438 0.9647 -1.4885
```

=====

*x*
DFT (ωB97M-V/def2-TZVPD) results for a gas-phase ion, C5H4NO2 (charge -1).

Kohn-Sham gap (alpha / beta) = 7.7 / 7.7 eV
Multiplicity = 1
LUMO level (alpha / beta) = 3.5 / 3.5 eV
Net charge = -1
HOMO level (alpha / beta) = -0.152 / -0.152 Eh

The geometry in XYZ format:
```
12
C5H4NO2 | the OMol25 dataset | ωB97M-V/def2-TZVPD
C 1.8774 1.6883 -0.2055
C 2.5591 -0.7724 0.0015
C -0.3192 -0.1537 -0.5888
C 0.2171 0.0570 0.8420
C 1.5174 0.4257 0.2384
N 2.1471 2.7808 -0.5142
O 2.4777 -1.2689 -1.1226
O 3.2491 -1.0259 0.9937
H 0.1040 -0.9576 -1.0114
H -0.4336 0.7730 -1.2353
H -0.2991 0.7374 1.5164
H 0.1913 -0.9346 1.2456
```

=====

Computed relative energies in units of kcal/mol: *w* 15.9; *x* 0.0

=====

*w*
DFT (ωB97M-V/def2-TZVPD) results for 2 unconnected molecules or ions with the total composition C3H6FNOS.

Kohn-Sham gap = 7.7 eV
Multiplicity = 1
LUMO level = -0.8 eV
HOMO level = -0.314 Eh

The geometry in XYZ format:
```
13
C3H6FNOS | the OMol25 dataset | ωB97M-V/def2-TZVPD
C 1.1540 -1.1397 -0.3487
C 1.3349 0.3413 -0.1778
C -2.0989 0.3212 0.3807
H 2.3081 -1.4061 -0.1118
H 0.6439 -1.5653 -1.4227
H 2.0855 0.6220 -0.9132
H 1.7123 0.8896 0.6549
H -1.5271 2.4798 0.4614
H -2.7199 0.4680 1.2369
N -0.8766 0.9452 0.4422
O -0.0141 0.7868 -0.5819
F 0.4141 -1.7202 0.7805
S -2.4163 -1.0224 -0.4005
```

=====

*x*
DFT (ωB97M-V/def2-TZVPD) results for a single C3H6FNOS molecule.

Kohn-Sham gap = 9.9 eV
Multiplicity = 1
LUMO level = 0.5 eV
Structure (SMILES) = C[C@H](F)C(=O)NS
HOMO level = -0.346 Eh

The geometry in XYZ format:
```
13
C3H6FNOS | the OMol25 dataset | ωB97M-V/def2-TZVPD
C -0.0243 1.8361 -0.8927
C -0.0900 0.3156 -0.7218
F -1.4312 0.0516 -0.4033
C 0.6650 -0.1759 0.5621
O 1.2727 0.6248 1.1944
N 0.2548 -1.4087 1.2429
S -0.0593 -2.7650 0.3183
H 0.9092 2.4278 -1.1424
H -0.5775 2.1598 -1.7460
H -0.5153 2.2491 0.0523
H 0.1216 -0.3822 -1.4964
H 0.8760 -1.6336 2.0888
H -1.4019 -3.2994 0.9437
```

=====

Computed relative energies in units of kcal/mol: *w* 124.1; *x* 0.0